Entry 1:
Entry from OMol25: a structure of composition C4H10INSi (ωB97M-V/def2-TZVPD).

Each line ends with the Mulliken charge.
Atoms and positions in Å:
C  -0.60269  0.37862  -0.52971  0.189
C  1.24841  -1.02259  1.37728  -0.974
C  0.78181  -0.12859  -0.97160  -0.529
C  1.04087  -1.45905  -0.08092  -0.493
N  -1.62070  -0.80491  -0.16830  -0.459
Si  -1.30080  2.11052  -0.30007  0.333
I  -3.43925  -0.23612  0.20184  0.016
H  2.05946  -0.22417  1.42606  0.267
H  1.26931  -1.91650  2.01248  0.328
H  0.39855  -0.49432  1.66420  0.303
H  0.72936  -0.31861  -2.09835  0.299
H  1.65279  0.64195  -0.85850  0.265
H  1.89081  -2.04321  -0.50767  0.355
H  0.02025  -1.91295  -0.23666  0.362
H  -0.16081  3.09336  -0.52019  -0.125
H  -1.61195  2.11221  1.05406  -0.096
H  -2.35541  2.22437  -1.46396  -0.041

net charge	0
calculated total energy	-800.18037	a.u.
max |F|	8.7	eV/A
M	227.12	g mol⁻¹
2S+1	1
Kohn-Sham gap (spin up / spin down)	0.3011 / 0.3010	hartree

***

Entry 2:
Entry from OMol25: a cluster of 2 separate species, C2H3NO3 in total (ωB97M-V/def2-TZVPD).

Each line ends with the Mulliken charge.
Atoms and positions in Å:
O  1.13715  -0.76329  2.94132  -0.394
C  1.39602  -0.22263  1.94234  0.777
O  1.77378  0.42233  1.06356  -0.369
C  -0.80271  0.25354  -1.44467  -0.534
N  -1.21946  -0.15950  -0.01918  0.006
O  -0.32596  -0.59061  0.67048  -0.246
H  -1.56166  0.91156  -1.88212  0.253
H  0.21249  0.74278  -1.26594  0.233
H  -0.60964  -0.59419  -2.00580  0.275

net charge	0
calculated total energy	-358.40590	a.u.
energy relative to the best compared isomer or geometry (same formula, charge and spin)	77.7	kcal/mol
max |F|	3.7	eV/A
M	89.05	g mol⁻¹
2S+1	1
Kohn-Sham gap	0.3322	hartree

***

Entry 3:
Entry from OMol25: a cluster of 2 separate species, C5H15NO in total (ωB97M-V/def2-TZVPD).

Each line ends with the Mulliken charge.
Atoms and positions in Å:
C  0.71461  3.19937  -1.80742  -0.708
N  0.79324  1.79725  -1.25482  0.016
C  0.27666  1.12160  0.01641  -0.552
C  -0.02582  -0.33891  -0.26110  0.426
C  -1.28907  -0.42264  -1.04513  -1.210
C  -0.26209  -1.09245  1.09908  -1.311
H  0.66215  3.12685  -2.91505  0.347
H  -0.22757  3.72088  -1.27063  0.311
H  1.58043  3.73822  -1.43592  0.327
H  0.52616  1.26703  -2.11096  0.339
H  1.18977  1.31392  0.73246  0.351
H  -0.65990  1.61477  0.53681  0.329
H  0.94720  -0.46440  -0.77092  0.242
H  -1.28629  0.01619  -2.12227  0.306
H  -1.65442  -1.56727  -1.39902  0.299
H  -2.16156  -0.09599  -0.55325  0.384
H  0.73382  -1.07789  1.59455  0.391
H  -1.05655  -0.59801  1.81100  0.336
H  -0.57656  -2.17796  0.88321  0.369
H  0.60365  -4.98612  3.02989  0.304
H  0.41070  -3.60619  3.46534  0.318
O  0.76146  -4.48827  3.77774  -0.616

net charge	+1
calculated total energy	-329.09312	a.u.
expectation value of S²	0.755
energy relative to the best compared isomer or geometry (same formula, charge and spin)	64.7	kcal/mol
max |F|	6.1	eV/A
M	105.18	g mol⁻¹
2S+1	2
Kohn-Sham gap (spin up / spin down)	0.3833 / 0.2096	hartree

***

Entry 4:
Entry from OMol25: an isolated molecule of C3H9O3P (ωB97M-V/def2-TZVPD).

Each line ends with the Mulliken charge.
Atoms and positions in Å:
C  -2.06113  -0.00562  0.05735  -1.271
C  -0.68114  -0.45925  -0.44919  0.350
O  -0.29275  -1.67496  0.28024  -0.510
C  0.46902  0.68018  -0.22554  -0.257
O  0.39887  1.66690  0.76373  -0.477
P  1.90912  -0.51602  0.28118  0.126
O  3.44074  -0.03868  -0.23844  -0.513
H  -1.98080  0.93943  0.67178  0.238
H  -2.74888  0.19291  -0.73945  0.267
H  -2.54199  -0.66194  0.72818  0.414
H  -0.60254  -0.69623  -1.50195  0.363
H  -0.91371  -1.72565  1.00119  0.239
H  0.38630  1.17115  -1.11818  0.500
H  -0.47780  1.93299  0.85716  0.254
H  1.77368  -1.26552  -0.78408  -0.056
H  3.92299  0.46030  0.41604  0.332

net charge	0
calculated total energy	-686.71453	a.u.
energy relative to the best compared isomer or geometry (same formula, charge and spin)	52.2	kcal/mol
max |F|	3.2	eV/A
M	124.08	g mol⁻¹
2S+1	1
Kohn-Sham gap	0.3344	hartree

***

Entry 5:
Entry from OMol25: a cluster of 9 separate species, C27H54O27 in total (ωB97M-V/def2-TZVPD).

Each line ends with the Mulliken charge.
Atoms and positions in Å:
C  -5.14564  -0.13589  2.05777  -0.656
O  -4.06682  -0.64704  1.26580  -0.299
C  -3.64393  0.00908  0.21654  0.809
O  -3.66552  1.22514  0.17935  -0.563
O  -3.10527  -0.83288  -0.72585  -0.298
C  -2.71832  -0.29900  -1.96404  -1.066
H  -5.92525  0.22245  1.42239  0.347
H  -4.61724  0.77805  2.56181  0.276
H  -5.39038  -0.83294  2.76780  0.180
H  -2.06282  0.54294  -2.24674  0.107
H  -3.56507  0.16843  -2.41511  0.491
H  -2.50171  -0.83375  -2.74275  0.651
C  -1.42535  5.07958  -3.95565  -0.520
O  -0.97573  6.17662  -3.08433  -0.218
C  0.23721  6.39536  -3.08587  0.885
O  0.96980  6.22188  -4.02498  -0.641
O  0.71632  6.88614  -1.98153  -0.329
C  2.05375  7.33539  -1.86033  -0.844
H  -1.64647  5.51128  -4.89407  0.361
H  -2.35814  4.63842  -3.64634  0.230
H  -0.68785  4.27973  -3.89548  0.106
H  2.16435  7.99328  -1.03226  0.267
H  2.06580  7.88512  -2.64859  0.437
H  2.76772  6.47960  -2.07239  0.258
C  4.08177  -7.55449  -2.54334  -0.619
O  2.83696  -6.91475  -2.35460  -0.342
C  2.92993  -5.52784  -2.17524  0.777
O  3.98769  -4.94415  -2.43820  -0.583
O  1.86057  -4.98646  -1.63119  -0.293
C  1.79701  -3.55867  -1.41709  -0.017
H  4.45142  -7.32158  -3.49518  0.303
H  3.85248  -8.57126  -2.42098  0.232
H  4.86989  -7.14171  -1.81953  0.259
H  2.25489  -3.31453  -0.51201  -0.050
H  0.76070  -2.94597  -1.22238  -0.022
H  2.32979  -3.06794  -2.11291  0.423
C  1.54078  2.26757  -6.99651  -0.700
O  1.89730  0.87838  -6.79125  -0.370
C  2.80690  0.66243  -5.93817  0.967
O  3.12931  1.52321  -5.08743  -0.634
O  3.33857  -0.57284  -6.00994  -0.386
C  4.11913  -1.08104  -5.06195  -0.444
H  2.39027  2.94379  -6.89163  0.314
H  0.93651  2.24102  -6.25351  0.348
H  1.20273  2.34950  -7.96490  0.264
H  3.62890  -1.15912  -3.88826  0.051
H  4.99761  -0.38590  -5.13233  0.278
H  4.34331  -2.01178  -5.23398  0.322
C  3.57583  0.23753  1.92526  -0.989
O  3.47373  -1.19271  1.49111  -0.303
C  3.71166  -2.21112  2.24959  0.902
O  3.96000  -2.05645  3.47320  -0.685
O  3.51793  -3.38287  1.62957  -0.210
C  3.78186  -4.65425  2.25764  -0.653
H  4.57994  0.27773  2.28642  0.417
H  3.16297  0.24101  2.88708  0.383
H  3.28261  0.91843  1.27060  0.312
H  2.83356  -5.09168  2.21856  0.286
H  4.17655  -4.38538  3.35329  0.293
H  4.38286  -5.26903  1.48806  0.178
C  1.37070  -3.53149  5.67861  -0.782
O  0.36938  -3.00525  4.76113  -0.158
C  0.01510  -3.69368  3.72275  0.868
O  0.54499  -4.81175  3.46090  -0.715
O  -1.05303  -3.33652  3.06646  -0.134
C  -1.49749  -3.95851  1.84434  -1.043
H  1.38589  -2.75574  6.41082  0.237
H  2.38987  -3.58226  5.15268  0.113
H  1.12689  -4.32220  6.07292  0.519
H  -0.72077  -4.02268  1.24459  0.500
H  -2.24491  -3.39970  1.45488  0.268
H  -1.96880  -4.80962  2.21754  0.365
C  -4.82680  -3.58835  6.85010  -0.674
O  -3.59351  -2.78836  6.78174  -0.366
C  -3.50068  -1.84891  5.74301  0.770
O  -4.35645  -1.82479  4.95197  -0.489
O  -2.45559  -1.05022  5.77276  -0.336
C  -2.36484  -0.04423  4.68697  -0.167
H  -4.98901  -4.20026  5.96270  0.283
H  -5.85284  -3.06923  7.24614  0.230
H  -4.51583  -4.08719  7.67272  0.338
H  -3.15185  0.69036  5.17839  0.379
H  -2.71427  -0.37171  3.62791  -0.040
H  -1.25321  0.28078  4.67545  0.093
C  0.06237  -0.65194  1.53972  -0.056
O  0.22492  0.59744  0.94247  -0.322
C  0.46968  0.66841  -0.32718  1.001
O  0.43207  -0.38248  -1.06809  -0.569
O  0.64870  1.76580  -0.82980  -0.474
C  0.81432  1.90028  -2.26868  -0.634
H  -0.34615  -0.76845  2.50296  0.210
H  1.02834  -1.18377  1.44888  -0.134
H  -0.77017  -1.30611  1.27936  0.228
H  -0.09649  1.72901  -2.76322  0.189
H  1.63367  1.34750  -2.85941  0.349
H  1.14425  2.94879  -2.58241  0.137
C  -4.29501  7.66110  -0.73998  -0.679
O  -3.65025  6.48057  -1.14208  -0.294
C  -2.85248  5.85669  -0.30354  0.678
O  -2.61066  6.21110  0.96538  -0.644
O  -2.10599  4.97280  -0.89571  -0.105
C  -1.29847  4.20507  -0.20004  -0.474
H  -5.08105  7.59069  0.08174  0.271
H  -4.98099  7.71070  -1.53153  0.302
H  -3.43427  8.41050  -0.65407  0.291
H  -2.03064  3.90030  0.48806  0.533
H  -0.36026  4.66475  0.18105  0.225
H  -0.94578  3.31869  -0.83437  -0.066

net charge	0
calculated total energy	-3092.18538	a.u.
energy relative to the best compared isomer or geometry (same formula, charge and spin)	341.2	kcal/mol
max |F|	10.8	eV/A
M	810.70	g mol⁻¹
2S+1	1
Kohn-Sham gap	0.3845	hartree

***

Entry 6:
Entry from OMol25: a structure of composition C4H6O2 (ωB97M-V/def2-TZVPD).

Each line ends with the Mulliken charge.
Atoms and positions in Å:
C  -0.58062  -0.65707  -1.04928  -1.195
C  -0.40038  0.51493  0.00407  0.210
C  0.00057  0.09192  1.41572  -0.421
O  1.31152  -0.28064  0.89530  -0.351
C  1.08175  0.54681  -0.19946  0.408
O  1.82929  0.92502  -1.04451  -0.559
H  -1.22309  -1.43731  -0.65739  0.339
H  -0.94306  -0.24039  -1.99174  0.330
H  0.36361  -1.16006  -1.33432  0.328
H  -1.05627  1.39442  -0.07250  0.389
H  -0.54831  -0.66683  1.98107  0.288
H  0.16497  0.96920  2.05302  0.233

net charge	0
calculated total energy	-306.45059	a.u.
energy relative to the best compared isomer or geometry (same formula, charge and spin)	35.0	kcal/mol
max |F|	0.9	eV/A
M	86.09	g mol⁻¹
2S+1	1
Kohn-Sham gap	0.4136	hartree

***

Entry 7:
Entry from OMol25: a structure of composition C42H49MoN9 (ωB97M-V/def2-TZVPD).

Each line ends with the Mulliken charge.
Atoms and positions in Å:
Mo  0.27043  -0.08665  -0.01771  -0.133
C  0.48081  2.47412  5.63816  -1.040
C  -0.84353  2.62279  4.87594  -1.129
C  -0.65645  2.42671  3.40268  0.761
C  -0.38813  3.38284  2.46561  0.895
C  -0.33826  4.86709  2.64722  -1.281
C  -1.68487  5.53367  2.33137  -1.032
C  -0.24943  2.70087  1.21166  -0.312
C  -0.12561  3.32061  -0.01629  -0.715
C  -0.27024  2.69407  -1.23469  -0.311
C  -0.44372  3.37511  -2.48437  1.080
C  -0.36721  4.85634  -2.67604  -1.169
C  -1.69782  5.54823  -2.34353  -1.053
C  -0.78709  2.42675  -3.40463  0.760
C  -0.75213  1.16195  -2.73072  -0.029
C  -0.99107  -0.05882  -3.32889  -0.411
C  -0.80562  -1.28683  -2.73172  0.186
N  -0.48122  -1.46652  -1.39832  -0.091
C  -0.43845  -2.84092  -1.22680  -0.286
C  -0.32226  -3.47488  -0.01073  -0.375
C  -0.38053  -2.85044  1.21843  -0.266
N  -0.40833  -1.48313  1.39192  -0.148
C  -0.62995  -1.29584  2.74405  0.616
C  -0.77650  -0.06475  3.34599  -0.945
C  -0.61743  1.16056  2.72965  -0.003
N  -0.36687  1.33664  1.38310  -0.146
C  -0.71272  -2.55897  3.42149  0.834
C  -0.53835  -3.52710  2.47441  0.693
C  -0.58284  -5.01261  2.64102  -1.220
C  -1.94967  -5.60675  2.26693  -0.879
C  -0.94716  -2.73778  4.88842  -1.211
C  -2.43694  -2.80095  5.25196  -1.077
C  -0.66799  -3.51554  -2.47445  0.445
C  -0.92137  -2.54972  -3.40372  0.767
C  -1.22992  -2.72629  -4.85742  -1.191
C  -2.73419  -2.76102  -5.15931  -1.092
C  -0.70798  -5.00070  -2.64297  -1.227
C  -2.05445  -5.60305  -2.21031  -0.965
N  -0.41520  1.32610  -1.40018  -0.256
C  -1.02015  2.63204  -4.87003  -1.220
C  0.30175  2.60037  -5.65197  -1.071
H  0.35796  2.73969  6.68761  0.434
H  1.24682  3.12363  5.21105  0.315
H  0.84334  1.44298  5.59572  0.189
H  -1.25531  3.61622  5.05385  0.444
H  -1.57415  1.91173  5.26518  0.472
H  0.44305  5.29134  2.01305  0.482
H  -0.05587  5.09190  3.67615  0.455
H  -2.02767  5.27540  1.32792  0.204
H  -1.59748  6.61738  2.39498  0.399
H  -2.45046  5.21254  3.03804  0.330
H  -0.03742  4.39882  -0.01989  0.532
H  -0.09867  5.06749  -3.71172  0.416
H  0.43257  5.27078  -2.05907  0.487
H  -2.47334  5.25455  -3.05135  0.336
H  -1.58798  6.63073  -2.39057  0.407
H  -2.04237  5.28080  -1.34276  0.197
H  -1.29044  -0.05527  -4.36841  0.372
H  -0.31676  -4.55626  -0.01751  0.678
H  -1.00303  -0.05593  4.40469  0.380
H  -0.35734  -5.26139  3.67814  0.328
H  0.19878  -5.47497  2.03384  0.456
H  -2.71686  -5.29457  2.97516  0.274
H  -1.90361  -6.69495  2.27815  0.381
H  -2.26500  -5.28791  1.27215  0.142
H  -0.47076  -1.92504  5.44147  0.383
H  -0.45629  -3.65669  5.21116  0.463
H  -2.93702  -1.85294  5.04743  0.291
H  -2.55823  -3.02816  6.31018  0.424
H  -2.94165  -3.57747  4.67715  0.209
H  -0.77074  -3.65426  -5.19886  0.462
H  -0.75973  -1.92305  -5.42935  0.390
H  -3.23905  -3.49535  -4.53130  0.231
H  -2.90174  -3.03267  -6.20058  0.420
H  -3.20100  -1.79062  -4.98358  0.293
H  0.10465  -5.45937  -2.07542  0.462
H  -0.52879  -5.24481  -3.69016  0.351
H  -2.34085  -5.26518  -1.21288  0.189
H  -1.99723  -6.69068  -2.19951  0.381
H  -2.84781  -5.31335  -2.89916  0.277
H  -1.51780  3.58976  -5.02482  0.415
H  -1.69182  1.86755  -5.26254  0.441
H  1.03133  3.28052  -5.20980  0.321
H  0.14753  2.89522  -6.68916  0.424
H  0.73064  1.59491  -5.64625  0.229
N  3.61416  0.00618  2.78114  0.261
C  2.29817  -0.06775  2.62974  -0.454
N  2.03034  -0.07997  1.32979  0.667
C  3.26340  -0.00632  0.75122  0.424
N  4.25252  0.04636  1.59579  -0.768
C  3.32782  -0.01172  -0.69100  0.002
C  4.52068  0.04382  -1.39563  -0.721
N  4.54770  0.03232  -2.72024  -0.530
C  3.36678  -0.04796  -3.32385  -0.705
C  2.17170  -0.10832  -2.62590  -0.032
N  2.12981  -0.08344  -1.28976  0.723
H  4.14484  0.03637  3.64010  0.239
H  1.59711  -0.11558  3.44446  0.564
H  5.45806  0.09984  -0.85524  0.517
H  3.36062  -0.06376  -4.40662  0.462
H  1.24407  -0.17789  -3.16579  0.429

net charge	+2
calculated total energy	-2190.49442	a.u.
expectation value of S²	2.031
max |F|	0.4	eV/A
M	775.86	g mol⁻¹
2S+1	3
Kohn-Sham gap (spin up / spin down)	0.2175 / 0.1979	hartree

***

Entry 8:
Entry from OMol25: a cluster of 2 separate species, C13H19N in total (ωB97M-V/def2-TZVPD).

Each line ends with the Mulliken charge.
Atoms and positions in Å:
C  -3.35605  -0.71279  -0.08864  -0.279
C  -1.84387  -1.01776  -0.19027  -0.446
C  -3.98805  -0.27170  -1.43503  -1.091
H  -3.88460  -1.56635  0.33211  0.353
H  -3.46679  0.17494  0.53427  0.208
H  -1.46118  -0.56031  -1.10561  0.064
H  -4.68282  0.54928  -1.26525  0.315
H  -3.25105  0.01343  -2.18844  0.304
H  -1.45214  -2.02900  -0.09896  0.411
H  -1.35267  -0.36368  0.53272  -0.087
H  -4.54745  -1.08240  -1.91262  0.275
C  1.76252  0.31638  -1.85733  -0.121
C  3.12081  0.32271  -2.59270  -1.430
C  1.89080  -0.02592  -0.41280  0.339
C  2.65305  -1.09035  0.13428  -0.577
C  1.14487  0.52414  0.64424  1.044
C  1.55556  -0.14185  1.82462  -0.204
C  0.11578  1.48180  0.71106  -0.455
C  1.01490  0.15329  3.03729  -0.712
C  -0.41612  1.79893  1.94145  -0.710
C  0.01485  1.14463  3.09353  -0.404
N  2.43748  -1.15582  1.43949  0.054
H  1.23828  1.25748  -2.00392  0.322
H  1.08496  -0.45418  -2.25579  0.325
H  3.09772  1.11051  -3.32461  0.386
H  3.21269  -1.89564  -0.29612  0.447
H  2.92529  -1.73392  2.10913  0.245
H  -0.21112  1.94696  -0.21175  0.391
H  1.16602  -0.44587  3.92367  0.406
H  -1.25152  2.46480  2.03083  0.459
H  -0.49214  1.34029  4.02766  0.407
H  3.29323  -0.58071  -3.17156  0.332
H  3.92876  0.52869  -1.90494  0.428

net charge	+1
calculated total energy	-561.22504	a.u.
expectation value of S²	0.774
energy relative to the best compared isomer or geometry (same formula, charge and spin)	14.0	kcal/mol
max |F|	1.4	eV/A
M	189.30	g mol⁻¹
2S+1	2
Kohn-Sham gap (spin up / spin down)	0.3352 / 0.2460	hartree

***

Q: Which formula does entry 2 have?
A: C2H3NO3

***

Q: Look up the calculated total energy of the seventh one.
A: -2190.49442 a.u.

***

Q: Look up the M of the eighth one.
A: 189.30 g mol⁻¹